Molecular formula: C28H22FO9S4
Method: DFT, the ωB97M-V functional and the def2-TZVPD basis

Properties
2S+1: 1
HOMO, eV: -4.302
SMILES: COc1ccc([C@H](C2=[S@@](=O)([O-])c3ccccc3S2(=O)=O)C(F)(S(=O)(=O)c2ccccc2)S(=O)(=O)c2ccccc2)cc1
ΔE to the lowest compared entry with this formula, charge and spin, eV: 1.981
Net charge: -1

CARTESIAN COORDINATES (ANGSTROEM)
C (0.034788, -6.059381, -2.612162)
O (-0.773275, -5.589596, -1.497704)
C (-0.555536, -4.321434, -1.021202)
C (0.504862, -3.460768, -1.423744)
C (0.404114, -2.093853, -1.174899)
C (-0.652574, -1.517768, -0.424972)
C (-0.788391, -0.013688, -0.015736)
C (-0.939248, 0.720202, -1.326628)
S (-0.990443, -0.173325, -2.931887)
O (0.376503, -0.274817, -3.448181)
O (-1.887502, -1.297644, -3.059440)
C (-1.770232, 1.184108, -3.888686)
C (-1.965456, 1.132605, -5.271306)
C (-2.541030, 2.220559, -5.918908)
C (-2.925145, 3.337574, -5.183894)
C (-2.763148, 3.359444, -3.801491)
C (-2.186723, 2.265673, -3.144567)
S (-1.888333, 2.119802, -1.348893)
O (-3.155043, 1.953702, -0.673771)
O (-0.988789, 3.219670, -1.001695)
C (0.008643, 0.291819, 1.064274)
F (1.123441, -0.485178, 0.997214)
S (-0.903943, -0.391280, 2.810175)
O (-2.034120, 0.529812, 2.793503)
O (-1.024472, -1.824593, 2.523923)
C (-0.121876, -0.234170, 4.462765)
C (-0.493299, 0.851087, 5.253854)
C (0.022692, 0.930115, 6.544375)
C (0.921536, -0.030698, 7.002899)
C (1.242675, -1.123971, 6.202687)
C (0.708475, -1.253986, 4.921689)
S (0.732081, 1.979026, 1.865691)
O (-0.269163, 2.996304, 1.678249)
O (1.288389, 1.593902, 3.147460)
C (2.252288, 2.166218, 0.896192)
C (3.512968, 2.132419, 1.496216)
C (4.625306, 2.221686, 0.657084)
C (4.423046, 2.373098, -0.717808)
C (3.150005, 2.402289, -1.285085)
C (2.038322, 2.331140, -0.459309)
C (-1.596412, -2.432995, 0.064617)
C (-1.519684, -3.783640, -0.139761)
H (-0.377040, -7.054883, -2.817719)
H (-0.042129, -5.424047, -3.518277)
H (1.102950, -6.109293, -2.331481)
H (1.330202, -3.887616, -2.022609)
H (1.194749, -1.486354, -1.583416)
H (-1.569158, 0.612787, 0.577255)
H (-1.689046, 0.236841, -5.819277)
H (-2.693640, 2.195941, -6.989629)
H (-3.360268, 4.196994, -5.678601)
H (-3.082354, 4.205063, -3.204225)
H (-1.209030, 1.585634, 4.868343)
H (-0.280767, 1.766747, 7.165618)
H (1.431157, 0.114521, 7.953074)
H (1.926954, -1.888639, 6.548136)
H (0.893096, -2.127261, 4.289094)
H (3.625349, 2.046107, 2.581186)
H (5.626178, 2.170362, 1.084982)
H (5.278314, 2.446043, -1.379111)
H (2.974411, 2.488128, -2.354887)
H (1.018068, 2.419354, -0.835113)
H (-2.448434, -2.014210, 0.572420)
H (-2.285860, -4.441688, 0.283096)

Forces on the atoms, in the same order (eV/Å):
-0.2 0.4 0.7
0.8 -0.1 -0.4
0.3 1.4 0.0
-1.2 -1.2 -0.4
0.1 0.8 1.0
-0.7 -1.6 0.9
-3.5 1.0 -3.0
0.5 -0.7 -2.6
0.5 2.8 0.9
-0.9 -0.5 -0.1
0.2 -0.3 -0.1
0.2 -0.5 0.4
0.1 -0.1 0.3
0.1 -0.2 0.3
0.0 0.0 0.4
0.1 -0.2 0.5
0.0 0.0 0.0
1.4 -0.2 -1.3
-0.2 0.7 0.3
-1.4 0.4 0.1
5.6 0.4 4.7
1.7 0.0 1.0
-0.2 -0.3 -1.7
0.2 -0.7 0.6
0.0 1.3 1.3
-0.4 -0.2 -0.5
-0.2 -0.3 0.0
-0.1 0.1 -0.3
0.2 0.1 -0.2
0.0 -0.1 -0.2
-0.4 0.3 -0.2
0.4 -1.0 -1.7
0.9 -0.3 0.6
-0.9 0.3 -0.1
-1.0 0.5 0.2
0.0 -0.1 -0.1
-0.6 0.1 0.0
0.1 -0.2 -0.3
-0.1 0.1 0.1
0.1 0.0 0.0
0.2 1.0 -0.4
-0.2 -1.2 -0.9
0.3 0.3 0.0
-0.2 -0.1 0.6
-0.4 -0.2 -0.1
-0.6 0.6 0.3
0.1 0.2 0.2
-1.9 -2.2 -0.7
0.1 0.1 0.1
0.0 0.0 0.0
0.0 0.0 0.0
0.0 0.1 -0.1
0.4 -0.3 0.1
0.2 -0.1 0.0
-0.3 -0.2 0.0
0.0 0.1 0.1
0.0 0.4 0.2
-0.2 -0.1 -0.5
-0.2 0.1 -0.2
0.1 0.0 0.1
0.3 0.0 0.2
0.2 -0.1 -0.1
-0.1 -0.2 0.3
0.2 0.2 -0.3

Atomic partial charges in e from the Löwdin method, atoms 1 to 4: atom 1 (C): -0.0746, atom 2 (O): -0.1040, atom 3 (C): -0.2593, atom 4 (C): -0.0068